Molecular formula: C26H29F32NO8P
Method: DFT, the ωB97M-V functional and the def2-TZVPD basis

The value obtained for the HOMO-LUMO gap is 8.68 eV. The charge is +1. For the HOMO energy, the calculation gives -12.89 eV. The LUMO energy is -4.203 eV.

```
97
Properties=species:S:1:pos:R:3:forces:R:3
P 0.9264 -0.6487 1.9165 0.031 0.515 0.197
F 3.5886 6.9828 -3.5670 -0.247 -0.124 0.208
F 4.4582 -4.2354 0.7825 -0.120 -0.062 -0.059
F 4.9939 -6.3720 -0.5291 -0.050 0.000 -0.142
F 5.0284 2.9320 -0.2425 -0.175 0.056 -0.050
F 4.1275 -4.0006 -1.8517 0.091 -0.013 -0.008
F 5.9260 -5.9152 -2.4473 -0.087 0.057 -0.027
F 3.0597 3.6827 -2.1681 -0.009 -0.161 -0.079
F 1.7147 2.2312 -1.2453 -0.034 -0.167 0.248
F 5.1350 5.2013 -1.5080 -0.049 -0.094 0.070
F -7.6860 -2.0865 3.6246 0.047 0.139 0.048
F 4.0335 7.3716 -5.6380 -0.357 0.028 -0.112
F 3.7420 -5.0091 2.6889 -0.184 -0.185 0.012
F 3.2748 4.6220 -6.1515 0.021 0.039 0.014
F 6.1190 6.4827 -0.0427 -0.039 -0.031 0.190
F 4.3420 4.8970 1.2623 0.220 0.043 0.029
F -8.3539 -2.3366 6.4268 0.286 0.035 0.030
F -6.4572 -0.9690 5.0418 -0.010 -0.014 0.049
F -8.0061 -4.3205 4.8430 -0.131 -0.087 -0.053
F 4.4576 6.1969 -7.8776 0.102 -0.057 0.030
F 2.7234 -6.5532 0.6989 0.063 -0.066 0.230
F 1.7397 5.9585 -5.3630 0.002 0.090 0.072
F 1.1993 -5.2963 1.5801 -0.086 0.118 0.209
F -8.7744 -0.2173 6.3858 0.188 0.257 0.008
F 4.2692 1.3510 -1.5256 -0.231 0.056 -0.094
F 5.9733 5.1255 -9.0200 0.055 -0.022 0.096
F 3.5464 -5.2536 -3.5326 -0.034 -0.270 -0.104
F -9.9391 -3.2643 3.0337 0.068 -0.102 -0.024
F 3.6529 6.9398 1.1489 0.073 0.227 0.012
F -9.0245 -5.7453 3.5414 -0.041 0.081 -0.021
F -11.4070 -4.5612 3.9810 -0.060 -0.218 0.187
F 7.7040 5.2040 -6.9570 0.122 0.240 -0.121
F 5.8691 4.1168 -6.5265 -0.044 -0.022 -0.107
O 2.7044 5.4660 -0.1544 0.364 -0.229 -0.461
O 1.9668 -4.7565 -0.3959 0.453 0.202 0.043
O 1.7020 0.0769 0.7359 -0.942 0.229 0.244
O -4.8614 -1.1981 0.7851 0.320 0.582 -0.158
O 0.8933 0.3006 3.1963 -0.558 0.057 -0.650
O -9.9736 -1.5235 5.1137 0.279 -0.282 -0.456
O 1.5089 -1.9093 2.2107 1.084 -2.595 0.736
O 5.2002 5.8306 -4.5134 -0.426 -0.206 -0.615
N -2.6641 -1.8657 1.9581 -1.465 -0.313 0.493
C 6.2613 6.1508 -5.4044 0.550 0.269 0.425
C -0.9580 -1.9965 0.2889 -0.270 1.785 0.360
C -9.2025 -4.8978 4.5793 0.047 -0.433 0.039
C 2.3236 -5.2793 0.8249 -0.196 -0.333 -0.450
C 2.2418 4.1450 -0.0142 -0.688 0.001 0.406
C -10.2655 -3.8639 4.2028 0.076 0.629 -0.252
C 4.7680 -6.2796 -1.8548 0.307 -0.276 -0.170
C 3.9617 6.3894 -4.7260 0.915 0.378 0.098
C 4.9405 6.2129 -0.6428 0.349 0.388 -0.427
C 2.7677 3.0873 -0.9986 0.236 0.714 -0.221
C 3.9336 2.2101 -0.5370 0.317 -0.581 0.130
C 3.3562 -4.4082 1.5399 0.376 0.476 0.397
C -1.9117 -0.9120 2.2514 1.562 0.105 -0.553
C -0.7934 -0.8433 1.3085 1.277 1.471 -0.168
C 2.9085 5.3381 -5.0754 -0.354 -0.232 0.039
C 5.7838 5.9765 -7.9860 0.112 0.121 -0.403
C 3.6966 -5.2362 -2.1802 -0.118 0.549 0.376
C -5.0072 -2.2724 1.6748 0.207 -0.349 -0.223
C -2.1905 -2.6617 0.8420 0.849 -2.353 0.137
C -10.6096 -2.7855 5.2438 -0.594 0.048 0.355
C 6.3733 5.3541 -6.7171 -0.366 -0.394 0.505
C -3.8943 -2.1450 2.6927 -0.977 0.058 -0.778
C 2.2930 -5.4499 -1.5904 -0.566 -0.191 -0.325
C 3.9001 5.8429 0.4143 -0.384 -0.158 0.383
C -7.7071 -1.0698 4.5165 0.327 0.251 -0.272
C -8.7259 -1.3249 5.6259 -0.556 -0.210 0.430
H -4.1436 -1.3010 3.2993 0.296 0.547 0.624
H -3.8063 -3.0326 3.2882 0.234 -0.488 0.290
H -5.7143 -0.9618 0.4272 -0.284 0.104 -0.239
H -11.6615 -2.5609 5.0862 -0.030 0.001 -0.153
H -2.0979 -0.2358 3.0501 -0.293 0.315 0.617
H 0.1328 0.8794 3.1004 0.009 0.734 0.497
H -0.9821 0.1034 0.8030 -0.126 0.399 -0.305
H -5.9813 -2.2594 2.1367 -0.154 -0.237 0.389
H 1.6110 -5.0310 -2.3268 0.067 0.120 -0.069
H -0.0998 -2.6221 0.1421 0.381 -0.524 0.523
H 2.9350 -3.4313 1.7720 -0.141 -0.071 -0.028
H -9.5203 -5.4767 5.4504 -0.005 0.056 0.017
H 2.3123 3.8029 1.0191 0.267 -0.141 -0.022
H 6.3291 7.2235 -5.5755 -0.157 0.021 -0.215
H 2.0366 -6.5060 -1.5229 0.240 -0.087 0.101
H 7.1532 5.8913 -4.8387 0.029 -0.166 -0.027
H 1.1763 4.2249 -0.2250 -0.024 -0.020 -0.161
H 4.4752 -7.2619 -2.2379 -0.045 0.030 0.012
H 3.6477 1.6238 0.3407 -0.051 0.067 0.015
H 2.7596 4.6606 -4.2343 0.046 0.065 0.045
H -7.9389 -0.1444 3.9870 -0.113 0.017 0.079
H 1.0497 0.6049 0.2637 0.466 0.604 -0.722
H -1.8703 -3.5817 1.3174 0.157 -0.475 0.146
H 6.2851 6.9208 -8.2176 0.000 -0.006 0.055
H 4.6209 7.0917 -1.2062 -0.141 0.006 0.090
H -4.8574 -3.2019 1.1447 -0.301 -0.520 -0.230
H -1.0637 -1.4531 -0.6283 -0.670 -0.297 -0.863
H -10.5426 -3.1660 6.2617 0.236 -0.124 -0.023
H -2.9213 -3.0124 0.1458 -0.820 0.610 -0.394
```
Positions in Å, forces in eV/Å.

Results of the Löwdin charge analysis, in e, for atoms 1 through 4: 0.426, 0.137, 0.101, 0.097

---

Molecular formula: C6H8O2PS
Method: DFT, the ωB97M-V functional and the def2-TZVPD basis

The value obtained for the HOMO-LUMO gap (alpha / beta) is 5.25 / 6.96 eV. The charge is -1. For the HOMO energy (alpha / beta), the calculation gives -2.14 / -3.86 eV. The LUMO energy (alpha / beta) is 3.106 / 3.103 eV. As for the relative energy (zero: lowest compared OMol25 entry of this formula, charge and spin): 55.1 kcal/mol.

```
18
Properties=species:S:1:pos:R:3:forces:R:3
S -2.3679 -0.7418 -1.3264 0.412 -0.313 1.344
P -1.7650 1.8371 0.0970 1.050 0.919 1.129
O -1.9164 2.3303 -1.2901 -0.059 -0.487 -0.959
O -2.1825 2.7149 1.2333 -0.006 -0.848 0.208
C 1.4106 1.5853 0.2563 -1.924 2.653 -0.984
C -2.1947 -0.8370 1.2536 0.450 0.949 -1.492
C 1.7048 0.9697 -1.0995 -0.424 0.490 0.375
C -2.1984 0.0785 0.2102 -0.154 -0.307 -0.242
C -2.2296 -2.1871 0.8707 -1.358 0.923 -1.881
C -2.3524 -2.2519 -0.5106 -0.001 -0.988 0.143
H 1.2537 2.7633 0.2739 0.379 -2.652 -0.307
H 0.8052 1.1416 -1.7373 1.167 1.167 -0.248
H 1.8046 1.2554 1.1781 0.403 -0.735 0.788
H 1.6788 -0.1011 -1.2603 0.519 -0.684 1.140
H -2.5594 -2.9605 1.5317 0.584 -0.635 0.248
H -2.4879 -3.1689 -1.0728 -0.029 0.116 -0.013
H -2.0478 -0.5117 2.2293 0.078 0.564 1.652
H 2.7383 1.3280 -1.3581 -1.087 -0.131 -0.902
```
Positions in Å, forces in eV/Å.

Results of the Löwdin charge analysis, in e, for atoms 1 through 4: 0.957, 0.412, -0.433, -0.428

---

Molecular formula: C34H49BF18N3O16P
Method: DFT, the ωB97M-V functional and the def2-TZVPD basis

The value obtained for the HOMO-LUMO gap is 9.51 eV. The charge is 0. For the HOMO energy, the calculation gives -9.55 eV. As for the SMILES: CCOCCOC[C@@](C#N)([C@@H](C#N)B(N)O)P(C)O.CCOC(=O)C(F)(F)F.CCOC(=O)C(F)(F)F.CCOC(=O)C(F)(F)F.CCOC(=O)C(F)(F)F.CCOC(=O)C(F)(F)F.CCOC(=O)C(F)(F)F. The LUMO energy is -0.039 eV.

```
122
Properties=species:S:1:pos:R:3:forces:R:3
P 1.4827 2.0550 0.4250 -0.132 -0.051 -0.113
F 2.4252 5.5215 5.4523 0.008 0.019 -0.031
F -7.9800 -3.3315 3.7164 0.001 -0.021 -0.015
F 1.9585 -8.6699 -0.9177 -0.010 -0.022 0.013
F -7.0509 6.3176 -13.3269 -0.008 0.017 -0.018
F 3.9895 4.3064 4.5817 0.009 0.021 -0.044
F -5.1644 4.9486 -5.1131 -0.012 0.024 -0.019
F 2.6771 -9.5341 -2.7715 0.005 -0.030 -0.001
F -0.5341 -0.2575 6.6938 0.001 0.022 0.072
F -6.2575 7.8445 -12.0084 0.005 0.025 -0.007
F -6.1419 3.1870 -4.3247 -0.028 -0.001 -0.017
F -4.7723 3.0046 -5.9879 -0.027 -0.015 -0.035
F -4.9108 6.5640 -13.1140 0.004 0.010 -0.024
F -6.1806 -3.9953 4.7271 0.013 -0.025 -0.002
F -1.7097 0.0213 4.8940 -0.001 0.060 0.006
F 0.3237 0.7635 4.9924 -0.013 0.039 0.031
F 4.0848 -8.8218 -1.2923 0.006 -0.022 0.016
F -8.0883 -4.0914 5.7406 -0.013 -0.021 -0.009
F 1.9136 3.7850 4.2563 -0.030 0.102 -0.061
O -2.6960 3.6965 -4.4473 -0.096 -0.033 -0.008
O 1.6692 3.5125 7.0616 0.060 0.039 -0.024
O 3.7247 -6.3516 -2.2667 0.004 -0.036 0.005
O 7.0099 -1.6877 -0.7625 -0.239 -0.119 -0.017
O 3.6980 2.6082 6.6344 -0.020 0.015 0.020
O -5.2461 4.7135 -11.2065 -0.020 0.019 0.027
O -6.2312 -1.3215 4.7245 -0.012 -0.057 0.023
O 4.3302 -0.4148 -1.2825 0.067 -0.100 -0.118
O -7.7888 -1.5000 6.3537 0.039 0.003 -0.010
O -7.1189 5.7860 -10.5303 0.054 0.037 -0.025
O 1.8123 -7.0446 -3.2530 0.055 -0.031 0.034
O 0.8788 -1.6267 3.9435 -0.058 -0.044 -0.059
O 2.5724 3.2741 0.5445 0.043 -0.090 -0.084
O -0.6371 -2.5699 5.3292 0.020 0.065 0.019
O -4.0230 3.1784 -2.6887 0.025 -0.006 -0.021
O 2.5534 -2.8092 -1.2034 0.136 0.030 0.056
N 2.4747 -2.1924 1.1190 -1.080 -0.172 -0.279
N 0.1363 -0.8564 -2.8587 -0.336 -0.231 -0.656
N 2.5037 1.8684 -3.0198 0.053 0.385 -0.686
C 7.3680 -2.2448 0.4889 0.153 0.151 0.136
C -7.2675 4.8918 -9.4006 -0.083 -0.142 0.119
C 3.8136 0.4356 -0.2866 -0.125 -0.004 0.107
C 2.4190 1.3609 -1.9999 -0.021 -0.356 0.714
C -6.0664 6.6025 -12.4628 0.006 -0.084 0.076
C 2.2619 3.2497 9.4189 0.039 0.076 -0.051
C 1.5060 2.6843 8.2390 -0.071 -0.121 0.113
C -7.3540 -3.3759 4.8988 -0.001 0.104 0.048
C 2.8874 -7.1734 -2.4940 -0.055 0.003 0.005
C -1.4976 3.5606 -3.6375 0.188 0.025 0.103
C 1.4352 -0.5207 -0.6297 0.174 0.029 -0.057
C -5.9304 0.0404 5.1120 0.027 0.194 -0.015
C -0.2931 -3.9055 4.8739 -0.007 -0.182 -0.083
C -5.0123 0.0741 6.3119 0.023 -0.126 0.028
C -7.1551 -1.9395 5.4409 -0.025 -0.043 -0.044
C 2.5159 -5.5760 -5.0826 0.053 -0.110 0.022
C 0.0248 -1.5748 4.7834 0.027 0.097 0.040
C -0.4789 -0.2285 5.3613 0.018 -0.147 -0.098
C 1.6287 -5.7458 -3.8701 -0.058 0.219 -0.080
C -6.0720 5.5714 -11.3080 -0.019 0.026 -0.064
C 2.9088 -8.5851 -1.8610 0.011 0.104 -0.044
C 6.9402 -3.6967 0.5214 -0.084 0.039 -0.111
C 0.7070 -0.7091 -1.8799 0.305 0.206 0.654
C 2.7898 4.2772 5.1486 0.002 -0.133 0.179
C 5.6132 -0.0715 -1.7840 0.075 0.041 -0.065
C -6.3644 5.2896 -8.2567 0.024 0.092 -0.082
C 1.6078 1.2525 2.0740 -0.108 -0.093 -0.122
C 0.9724 -4.4006 5.5337 0.017 0.090 0.053
C -1.0924 2.1141 -3.4917 -0.054 0.002 0.005
C -3.8396 3.4598 -3.8368 -0.029 0.031 -0.041
C 2.7984 3.3580 6.3939 -0.030 -0.001 -0.062
C 6.7253 -0.3109 -0.7851 0.054 0.030 0.070
C 2.3645 0.7564 -0.6669 -0.083 0.238 0.201
C -5.0054 3.6443 -4.8381 0.105 -0.009 0.116
B 2.2005 -1.9043 -0.2481 0.210 -0.032 0.035
H -5.4544 0.4677 4.2328 0.000 -0.038 -0.011
H 1.8225 -1.7867 1.7805 0.323 0.050 0.207
H 1.8317 -3.7957 5.2475 -0.010 -0.011 -0.027
H 0.7322 0.6163 2.2238 0.094 0.014 0.028
H -0.1538 2.0579 -2.9388 -0.069 0.015 -0.069
H -1.8458 1.5407 -2.9538 0.001 0.023 0.029
H -1.6798 4.0347 -2.6738 -0.036 -0.029 0.003
H 5.8702 -3.7808 0.7143 0.014 -0.011 -0.041
H 0.6623 -0.3563 0.1318 0.042 -0.036 -0.002
H 6.4236 0.0284 0.2152 -0.020 0.053 -0.054
H 2.2967 -4.6208 -5.5597 -0.015 0.006 -0.003
H -4.1034 -0.4922 6.1080 0.016 0.039 -0.004
H 2.5007 0.6618 2.2649 0.134 -0.010 0.006
H 3.3710 3.0780 1.0447 0.100 -0.010 0.076
H 2.0579 2.6459 10.3029 -0.007 -0.004 0.007
H 4.3921 1.3612 -0.1999 0.002 0.021 -0.124
H 5.7763 -0.7251 -2.6405 0.008 0.041 -0.016
H -0.9369 1.6532 -4.4664 0.047 0.003 0.004
H 1.9465 4.2737 9.6189 -0.018 -0.014 0.020
H -0.7473 4.1326 -4.1775 -0.029 0.000 -0.030
H 2.7101 -2.4071 -2.0645 -0.135 -0.080 -0.059
H 0.4330 2.6840 8.4147 0.001 0.021 -0.029
H 2.5900 -3.1767 1.3251 0.382 0.078 0.044
H -8.3167 4.9813 -9.1294 0.002 0.031 -0.027
H -7.0756 3.8727 -9.7340 0.050 0.024 -0.029
H 3.3358 3.2421 9.2389 -0.006 -0.030 -0.003
H -0.2105 -3.8895 3.7879 0.025 0.045 0.008
H -6.5539 6.3225 -7.9640 -0.014 -0.017 0.031
H 7.6048 0.2802 -1.0737 0.043 -0.088 -0.013
H 3.5688 -5.5892 -4.8060 -0.008 0.029 0.019
H 0.8719 -4.3761 6.6187 -0.008 -0.031 -0.004
H -5.3148 5.1892 -8.5292 -0.008 -0.040 0.008
H -5.4969 -0.3496 7.1903 -0.033 0.035 -0.007
H 7.4844 -4.2446 1.2909 -0.024 -0.005 0.003
H 2.3333 -6.3732 -5.8035 -0.021 0.025 -0.016
H 1.5462 2.0515 2.8114 -0.036 -0.011 -0.029
H 0.5777 -5.7240 -4.1465 -0.007 -0.066 0.039
H 3.8367 -0.0863 0.6696 0.015 0.069 0.148
H 6.8796 -1.6795 1.2933 0.018 -0.044 0.005
H 1.8254 1.6710 7.9981 0.041 0.024 -0.022
H 1.1595 -5.4294 5.2275 -0.005 -0.010 -0.001
H -1.1540 -4.5072 5.1523 -0.011 0.036 0.019
H 5.6166 0.9660 -2.1400 -0.049 0.008 0.101
H 1.8117 -4.9768 -3.1201 0.046 -0.033 0.024
H 7.1375 -4.1524 -0.4496 0.079 -0.048 0.071
H -6.5595 4.6454 -7.4007 -0.007 0.001 -0.007
H 8.4513 -2.1527 0.6414 -0.017 -0.001 -0.039
H -6.8646 0.5684 5.2983 -0.021 -0.058 0.031
H -4.7361 1.1048 6.5337 0.000 0.011 -0.011
```
Positions in Å, forces in eV/Å.

Results of the Löwdin charge analysis, in e, for atoms 1 through 4: 0.957, 0.179, 0.169, 0.161

---

Short version: maximum force = 2.91, 3.42, 1.13 eV/A, in the order given.